1.
Entry from the OMol25 dataset: a structure of composition C33H40HgN4P2 at a distorted geometry (ωB97M-V/def2-TZVPD).

XYZ file:
```
80
Properties=species:S:1:pos:R:3
Hg 2.112 -1.429 -1.764
C 4.048 -0.517 -1.442
C 3.804 0.557 -0.586
C 3.302 1.898 -0.890
C 2.729 1.996 -2.317
C 1.820 0.852 -2.666
C 2.139 -0.101 -3.667
C 3.431 -0.876 -3.865
C 4.553 -0.402 -2.905
C 0.542 -2.782 -1.250
H 4.498 -1.387 -0.914
H 4.110 0.475 0.452
H 4.085 2.674 -0.771
H 2.535 2.154 -0.132
H 2.169 2.943 -2.435
H 3.569 2.043 -3.027
H 0.798 1.003 -2.334
H 1.476 -0.165 -4.526
H 3.640 -0.840 -4.936
H 3.280 -1.972 -3.679
H 5.418 -1.075 -3.016
H 4.908 0.604 -3.201
H 1.074 -3.710 -1.003
H -0.114 -2.825 -2.144
H -0.037 -2.379 -0.403
P -2.030 0.374 -1.103
P -0.330 -0.177 2.429
N -1.796 0.779 -2.945
N -3.295 1.543 -1.025
N 1.090 -1.049 1.992
N 0.116 0.083 4.070
C -0.639 1.169 -0.168
C -0.622 1.273 1.402
C -1.619 -0.271 -3.856
C -1.306 0.231 -5.116
C -1.279 1.662 -5.000
C -1.614 1.963 -3.671
C -4.622 1.240 -1.388
C -5.387 2.385 -1.242
C -4.512 3.444 -0.832
C -3.231 2.912 -0.742
C 1.063 -2.431 1.823
C 2.323 -2.853 1.487
C 3.198 -1.753 1.647
C 2.433 -0.662 1.982
C 1.380 0.425 4.585
C 1.276 0.502 5.963
C -0.052 0.100 6.324
C -0.739 -0.152 5.156
H -0.548 2.197 -0.551
H 0.286 0.638 -0.458
H 0.173 1.989 1.733
H -1.571 1.697 1.768
H -1.795 -1.287 -3.537
H -1.113 -0.378 -5.991
H -1.002 2.369 -5.777
H -1.782 2.934 -3.232
H -4.857 0.219 -1.652
H -6.451 2.436 -1.404
H -4.789 4.466 -0.616
H -2.290 3.359 -0.443
H 0.115 -2.939 1.792
H 2.608 -3.805 1.089
H 4.254 -1.710 1.477
H 2.754 0.351 2.128
H 2.235 0.560 3.950
H 2.069 0.824 6.614
H -0.431 -0.017 7.330
H -1.746 -0.510 4.990
C -4.255 -2.453 3.153
C -4.268 -1.125 2.713
C -3.075 -0.480 2.370
C -1.811 -1.125 2.619
C -1.828 -2.434 3.156
C -3.042 -3.078 3.441
H -5.188 -3.006 3.266
H -5.231 -0.615 2.619
H -3.169 0.496 1.864
H -0.904 -2.979 3.350
H -3.044 -4.073 3.888
```

## Properties
E_tot = -2336.2744 hartree
energy relative to the best compared isomer or geometry (same formula, charge and spin) = 39.56 kJ/mol
strongest force on any atom = 3.98 eV Å⁻¹
net charge = 0
E_HOMO (alpha / beta) = -5.231 / -4.706 eV

2.
Entry from the OMol25 dataset: a structure of composition C17H12IN5O3W at a distorted geometry (ωB97M-V/def2-TZVPD).

XYZ file:
```
39
Properties=species:S:1:pos:R:3
W -0.968 0.485 -1.014
C 0.955 -1.828 -3.985
C 1.120 -1.789 -2.500
N 1.485 -2.885 -1.865
C 1.706 -2.846 -0.542
C 1.607 -1.731 0.271
C 2.058 -1.833 1.701
O 1.866 -0.566 2.318
C 1.170 -0.566 -0.364
C 0.943 0.742 0.389
N -0.247 0.929 0.834
C -0.558 2.028 1.709
C -0.087 2.009 3.009
C -0.429 3.057 3.854
C -1.211 4.105 3.398
C -1.679 4.130 2.085
C -1.358 3.073 1.259
I -1.953 3.087 -0.695
C 0.930 -0.604 -1.762
O 0.450 0.564 -2.341
H 1.811 -2.340 -4.423
H 0.862 -0.837 -4.421
H 0.074 -2.423 -4.239
H 2.029 -3.783 -0.098
H 3.116 -2.101 1.703
H 1.511 -2.624 2.219
H 2.347 -0.557 3.153
H 1.746 1.404 0.704
H 0.502 1.172 3.354
H -0.083 3.049 4.878
H -1.464 4.920 4.063
H -2.276 4.962 1.736
O -2.700 -0.132 -0.450
N -1.935 -1.293 -0.763
C -2.257 -1.743 -2.093
C -2.313 -0.563 -2.917
N -2.213 0.593 -2.946
C -2.278 -3.072 -2.464
N -2.283 -4.196 -2.751
```

## Properties
E_tot = -1518.4913 hartree
multiplicity = 3
energy relative to the best compared isomer or geometry (same formula, charge and spin) = 227.32 kJ/mol
strongest force on any atom = 2.77 eV Å⁻¹
net charge = +2
E_HOMO (alpha / beta) = -16.019 / -16.128 eV

3.
Entry from the OMol25 dataset: a structure of composition C44H42FN7O9Sn (ωB97M-V/def2-TZVPD).

XYZ file:
```
104
Properties=species:S:1:pos:R:3
Sn -0.520 0.084 1.737
O -0.387 -4.416 2.013
C -0.145 -3.190 2.098
N -0.977 -2.178 1.973
C -2.370 -2.532 1.818
C -3.302 -1.801 2.751
C -4.628 -1.596 2.354
C -5.492 -0.932 3.196
C -5.016 -0.480 4.422
C -3.693 -0.734 4.732
N -2.852 -1.387 3.931
C 1.301 -2.820 2.347
C 2.302 -3.539 1.696
C 3.621 -3.211 1.938
C 3.902 -2.200 2.850
C 2.839 -1.554 3.454
N 1.564 -1.843 3.207
H -2.501 -3.609 1.976
H -2.706 -2.306 0.805
H -4.939 -1.923 1.369
H -6.516 -0.741 2.896
H -5.644 0.075 5.108
H -3.274 -0.388 5.672
H 2.012 -4.325 1.013
H 4.422 -3.731 1.425
H 4.919 -1.905 3.074
H 3.011 -0.743 4.156
O -0.026 2.593 -0.186
C -0.440 3.618 -0.677
C -1.289 4.672 -0.122
C -1.606 5.688 -1.003
C -2.440 6.740 -0.648
C -3.020 6.769 0.647
C -2.725 5.798 1.542
C -1.788 4.706 1.259
O -1.436 3.921 2.139
N -2.717 7.773 -1.576
O -3.483 8.683 -1.241
O -2.186 7.747 -2.689
H -0.160 3.859 -1.734
H -1.204 5.665 -2.009
H -3.696 7.576 0.894
H -3.155 5.799 2.537
C 1.564 1.734 -3.357
O 0.930 0.489 -3.605
C 1.493 -0.360 -4.489
C 2.382 0.014 -5.486
C 2.848 -0.925 -6.401
C 2.439 -2.243 -6.311
C 1.596 -2.633 -5.276
C 1.125 -1.718 -4.344
N 0.276 -2.107 -3.309
C 0.391 -1.702 -1.960
N 1.646 -1.277 -1.649
C 2.176 -0.521 -0.584
C 1.540 -0.135 0.602
C 2.336 0.619 1.477
C 3.656 0.976 1.249
C 4.263 0.576 0.069
C 3.519 -0.163 -0.825
O 4.114 -0.557 -2.034
C 4.819 -1.781 -1.904
N -0.565 -1.768 -1.132
C -1.785 -2.311 -1.532
C -2.918 -1.514 -1.682
C -4.159 -2.078 -1.941
C -4.295 -3.455 -2.050
C -3.174 -4.266 -1.928
C -1.930 -3.698 -1.687
O -0.776 -4.445 -1.638
C -0.858 -5.696 -0.974
H 1.045 2.161 -2.503
H 1.482 2.403 -4.219
H 2.615 1.580 -3.100
H 2.691 1.047 -5.562
H 3.532 -0.614 -7.181
H 2.794 -2.978 -7.022
H 1.306 -3.672 -5.165
H -0.289 -2.927 -3.456
H 2.295 -1.311 -2.418
H 1.878 0.962 2.404
H 4.205 1.563 1.978
H 5.288 0.829 -0.177
H 5.162 -2.065 -2.900
H 4.169 -2.565 -1.502
H 5.679 -1.665 -1.237
H -2.807 -0.452 -1.520
H -5.026 -1.435 -2.029
H -5.267 -3.901 -2.227
H -3.264 -5.341 -2.017
H 0.167 -6.012 -0.791
H -1.361 -6.447 -1.593
H -1.357 -5.586 -0.010
F -2.213 0.003 0.631
C 0.903 4.223 5.579
C 1.111 3.343 4.362
C 1.320 4.036 3.039
O 1.098 2.142 4.436
H 0.252 5.066 5.344
H 1.871 4.628 5.887
H 0.485 3.634 6.392
H 1.972 4.906 3.146
H 0.340 4.375 2.681
H 1.714 3.332 2.309
```

## Properties
E_tot = -3076.5056 hartree
strongest force on any atom = 0.74 eV Å⁻¹
net charge = -2
E_HOMO = -1.788 eV

4.
Entry from the OMol25 dataset: a structure of composition C44H102BF6MgNO25S2 at a distorted geometry (ωB97M-V/def2-TZVPD).

XYZ file:
```
182
Properties=species:S:1:pos:R:3
Mg -16.820 0.346 -15.469
C -14.938 -1.330 -12.289
F -15.466 -0.199 -11.803
F -13.910 -1.675 -11.536
F -15.859 -2.267 -12.299
S -14.354 -0.847 -14.050
O -14.149 0.570 -13.976
O -13.174 -1.584 -14.402
N -15.788 -1.160 -14.995
S -15.800 -2.744 -15.434
O -14.952 -3.626 -14.680
O -17.157 -3.172 -15.613
C -15.124 -2.636 -17.174
F -16.012 -2.040 -17.963
F -13.973 -1.975 -17.197
F -14.908 -3.887 -17.593
B -16.948 2.266 -14.633
H -17.395 2.801 -13.715
H -16.383 1.383 -14.214
H -17.752 1.993 -15.385
H -16.201 2.948 -15.176
C -13.782 -4.512 -20.490
O -14.803 -5.172 -21.234
C -14.916 -6.568 -21.065
C -15.712 -7.171 -22.213
O -15.211 -6.854 -23.479
C -14.158 -7.708 -23.926
C -13.626 -7.264 -25.284
O -14.671 -6.855 -26.129
C -15.562 -7.897 -26.471
H -13.395 -5.071 -19.637
H -14.207 -3.587 -20.104
H -12.990 -4.267 -21.197
H -15.346 -6.703 -20.063
H -13.934 -7.060 -21.001
H -16.720 -6.750 -22.217
H -15.852 -8.242 -22.018
H -14.575 -8.720 -23.988
H -13.392 -7.757 -23.146
H -13.141 -8.153 -25.708
H -12.874 -6.486 -25.175
H -16.133 -7.597 -27.348
H -16.222 -8.085 -25.625
H -15.075 -8.817 -26.816
C -11.240 -6.874 -16.801
O -11.602 -6.556 -15.472
C -12.982 -6.359 -15.245
C -13.703 -7.655 -14.996
O -13.820 -8.484 -16.139
C -14.149 -9.826 -15.915
C -14.999 -10.373 -17.048
O -14.271 -10.724 -18.198
C -14.314 -9.724 -19.196
H -11.743 -6.161 -17.464
H -11.501 -7.901 -17.060
H -10.170 -6.726 -16.939
H -13.404 -5.750 -16.051
H -13.077 -5.772 -14.331
H -14.701 -7.525 -14.564
H -13.077 -8.196 -14.273
H -14.668 -9.927 -14.943
H -13.284 -10.430 -15.599
H -15.805 -9.650 -17.225
H -15.608 -11.219 -16.715
H -15.262 -9.625 -19.732
H -13.575 -10.042 -19.936
H -13.981 -8.752 -18.826
C -18.926 4.498 -16.613
O -17.657 4.882 -16.160
C -16.737 5.100 -17.203
C -15.447 5.757 -16.685
O -15.140 5.298 -15.383
C -14.163 6.088 -14.767
C -13.733 5.340 -13.502
O -14.903 5.002 -12.788
C -14.526 4.380 -11.567
H -18.957 3.761 -17.421
H -19.540 5.381 -16.817
H -19.392 3.991 -15.762
H -17.165 5.753 -17.971
H -16.462 4.143 -17.671
H -15.677 6.826 -16.573
H -14.592 5.633 -17.356
H -14.375 7.150 -14.596
H -13.237 6.119 -15.371
H -13.124 6.019 -12.889
H -13.112 4.480 -13.768
H -13.903 3.496 -11.717
H -15.459 4.061 -11.102
H -14.052 5.068 -10.860
C -11.293 1.576 -12.628
O -10.800 0.414 -13.232
C -10.237 -0.541 -12.372
C -8.888 -0.231 -11.785
O -8.009 0.053 -12.854
C -6.623 -0.041 -12.626
C -6.144 1.296 -12.028
O -6.043 2.340 -12.947
C -7.230 2.873 -13.466
H -12.100 1.310 -11.929
H -11.747 2.267 -13.336
H -10.526 2.101 -12.048
H -10.137 -1.464 -12.949
H -10.985 -0.796 -11.609
H -8.471 -1.067 -11.215
H -9.020 0.641 -11.129
H -6.170 -0.202 -13.604
H -6.375 -0.853 -11.931
H -5.206 1.222 -11.469
H -6.822 1.513 -11.188
H -7.795 2.160 -14.072
H -7.031 3.749 -14.083
H -7.903 3.203 -12.663
C -18.088 -4.261 -19.625
O -18.564 -3.068 -20.292
C -17.538 -2.461 -21.036
C -17.956 -1.220 -21.783
O -18.910 -1.498 -22.778
C -19.555 -0.380 -23.333
C -18.664 0.514 -24.176
O -18.760 0.177 -25.556
C -17.627 0.574 -26.298
H -17.400 -3.958 -18.841
H -17.684 -5.019 -20.300
H -19.045 -4.677 -19.315
H -17.138 -3.157 -21.786
H -16.686 -2.263 -20.372
H -17.018 -0.792 -22.158
H -18.385 -0.463 -21.110
H -20.080 0.185 -22.552
H -20.354 -0.785 -23.957
H -17.620 0.490 -23.855
H -19.054 1.534 -24.093
H -17.410 1.637 -26.124
H -17.863 0.522 -27.358
H -16.777 -0.037 -25.983
C -17.659 -2.846 -9.658
O -17.958 -2.283 -8.389
C -19.342 -2.364 -8.084
C -19.745 -3.789 -7.719
O -20.881 -3.754 -6.868
C -21.201 -4.928 -6.162
C -21.938 -5.965 -7.033
O -23.313 -5.724 -7.107
C -23.698 -4.591 -7.829
H -16.691 -2.458 -9.983
H -18.389 -2.560 -10.415
H -17.444 -3.915 -9.568
H -20.036 -1.932 -8.813
H -19.435 -1.657 -7.257
H -18.903 -4.336 -7.281
H -20.073 -4.390 -8.576
H -21.863 -4.709 -5.322
H -20.368 -5.425 -5.649
H -21.792 -6.965 -6.625
H -21.470 -5.922 -8.027
H -23.405 -3.661 -7.338
H -24.783 -4.502 -7.927
H -23.357 -4.645 -8.871
C -14.377 1.592 -17.057
O -15.688 1.083 -16.974
C -16.331 0.982 -18.241
C -17.853 0.836 -18.006
O -17.992 -0.014 -16.900
C -19.348 -0.293 -16.538
C -19.394 -0.894 -15.120
O -18.441 -0.145 -14.308
C -18.604 -0.448 -12.929
H -14.283 2.663 -17.262
H -13.756 1.015 -17.745
H -13.866 1.547 -16.094
H -16.038 0.086 -18.794
H -16.196 1.797 -18.956
H -18.214 0.490 -18.983
H -18.377 1.783 -17.859
H -19.725 -1.004 -17.277
H -19.939 0.625 -16.548
H -19.124 -1.950 -15.078
H -20.377 -0.734 -14.676
H -18.460 -1.520 -12.784
H -19.616 -0.180 -12.612
H -17.973 0.136 -12.266
```

## Properties
E_tot = -5293.4406 hartree
strongest force on any atom = 5.30 eV Å⁻¹
net charge = 0
E_HOMO = -8.999 eV

5.
Entry from the OMol25 dataset: a cluster of 2 separate species, C5H9O in total at a distorted geometry (ωB97M-V/def2-TZVPD).

XYZ file:
```
15
Properties=species:S:1:pos:R:3
C -2.145 -0.064 -1.320
C 0.581 -0.816 -0.362
C -1.576 0.000 -0.136
C -1.658 0.428 1.222
C 2.866 -0.022 0.086
O 1.395 -0.177 0.364
H -3.060 0.392 -1.443
H -1.447 -0.419 -2.098
H 0.919 -1.311 -1.293
H -2.375 1.266 1.410
H -1.773 -0.415 1.898
H -0.828 0.954 1.524
H 2.922 1.030 0.222
H 3.270 -0.684 0.906
H 2.910 -0.163 -0.980
```

## Properties
E_tot = -270.6878 hartree
energy relative to the best compared isomer or geometry (same formula, charge and spin) = 390.70 kJ/mol
strongest force on any atom = 4.48 eV Å⁻¹
net charge = +1
E_HOMO = -14.593 eV

6.
Entry from the OMol25 dataset: the ion CH3ClNO2S with charge -1 at a distorted geometry (ωB97M-V/def2-TZVPD).

XYZ file:
```
9
Properties=species:S:1:pos:R:3
C -0.965 0.816 0.498
N -0.116 -0.287 0.937
S 0.696 -0.878 -0.335
O 0.057 -0.750 -1.626
O 1.239 -2.192 0.009
Cl 2.702 0.138 -0.594
H -1.575 0.551 -0.419
H -1.572 0.970 1.365
H -0.466 1.632 0.166
```

## Properties
E_tot = -1103.5516 hartree
energy relative to the best compared isomer or geometry (same formula, charge and spin) = 65.15 kJ/mol
strongest force on any atom = 3.69 eV Å⁻¹
net charge = -1
E_HOMO = -4.656 eV

7.
Entry from the OMol25 dataset: an isolated molecule of C2H2N4 at a distorted geometry (ωB97M-V/def2-TZVPD).

XYZ file:
```
8
Properties=species:S:1:pos:R:3
N -0.976 -0.358 2.265
C -0.860 -0.381 1.133
N -0.499 -0.651 -0.066
N 0.857 -0.207 -0.328
C 0.863 0.909 -1.021
N 0.569 1.714 -1.807
H -1.244 -0.925 -0.732
H 1.291 -0.100 0.556
```

## Properties
E_tot = -296.3248 hartree
energy relative to the best compared isomer or geometry (same formula, charge and spin) = 262.74 kJ/mol
strongest force on any atom = 3.76 eV Å⁻¹
net charge = 0
E_HOMO = -10.359 eV

8.
Entry from the OMol25 dataset: the ion C8H8NO5S with charge -1 at a distorted geometry (ωB97M-V/def2-TZVPD).

XYZ file:
```
23
Properties=species:S:1:pos:R:3
C -2.965 0.490 -1.241
C -2.650 -0.692 -0.545
C -1.962 1.373 -1.338
C -1.411 -1.011 -0.118
C -0.717 1.254 -0.553
C -0.442 0.064 0.029
C 1.085 -0.439 1.925
C 0.907 -0.148 0.461
N 1.512 -1.599 -0.439
O 1.431 -1.467 -1.650
O 3.544 0.254 0.472
O 2.087 -2.444 0.186
O 2.147 2.065 1.141
O 2.422 1.552 -1.207
S 2.363 1.035 0.153
H -3.940 0.428 -1.795
H -3.450 -1.440 -0.459
H -1.978 2.346 -1.936
H -1.297 -1.932 0.448
H -0.003 1.991 -0.288
H 0.447 -1.424 2.159
H 0.783 0.356 2.578
H 2.087 -0.613 2.017
```

## Properties
E_tot = -1138.5812 hartree
multiplicity = 3
energy relative to the best compared isomer or geometry (same formula, charge and spin) = 0.00 kJ/mol
strongest force on any atom = 4.91 eV Å⁻¹
net charge = -1
E_HOMO (alpha / beta) = -2.985 / -5.496 eV